(1)
This record from OMol25 describes a 7-piece molecular cluster, C15H24F4O15 overall in a non-equilibrium geometry. The level of theory is wB97M-V/def2-TZVPD.

The geometry in XYZ format:
```
58
Properties=species:S:1:pos:R:3:forces:R:3
O -5.092004 5.788823 1.754496 4.5 -1.9 -3.3
C -4.105934 5.349473 1.070246 -6.0 1.4 3.8
O -2.890574 5.225863 1.552876 0.0 -0.3 1.3
C -2.032504 5.080113 0.474386 1.0 0.9 -1.7
C -2.891794 4.403903 -0.573874 -0.7 0.1 1.0
F -2.736024 3.073423 -0.303264 -0.7 -0.6 -0.3
O -4.220814 4.857683 -0.174754 1.4 -0.4 -0.9
H -1.826194 6.120693 0.223926 0.9 -0.2 -0.6
H -1.157384 4.453163 0.645306 -0.1 0.4 0.5
H -2.721684 4.520573 -1.644174 -0.2 0.5 0.2
O -2.756674 -9.190457 3.988376 -0.6 -1.4 -0.6
C -2.533144 -8.077007 4.310546 -0.1 -3.9 -1.3
O -2.381694 -7.096677 3.528686 0.0 3.7 -3.6
C -2.342464 -5.904747 4.289186 -0.2 1.7 -1.4
C -2.148034 -6.403647 5.658046 1.3 0.7 0.7
F -3.126864 -6.079837 6.472846 -2.0 1.6 1.7
O -2.270264 -7.736527 5.502796 1.4 -1.3 4.8
H -1.564074 -5.217637 3.957406 0.1 -0.4 -0.2
H -3.287784 -5.369437 4.200256 -0.1 -0.1 0.0
H -1.225184 -6.075357 6.136276 0.3 -0.4 0.0
O 2.034636 5.707013 -4.937744 1.9 -3.5 -1.6
C 2.326386 4.568103 -5.325794 -3.3 3.1 1.3
O 1.671376 3.927213 -6.345614 -0.3 -0.2 0.7
C 1.726886 2.558303 -5.968114 -0.4 -1.8 -0.4
C 3.031916 2.448473 -5.303184 0.0 -0.6 -1.6
F 4.019036 2.456733 -6.213304 1.6 0.2 -1.0
O 3.040626 3.668583 -4.639034 1.6 0.1 1.7
H 1.137986 2.162923 -5.140484 -1.5 1.2 0.2
H 1.522146 1.817603 -6.741134 0.4 0.7 -0.6
H 3.160186 1.476383 -4.827064 -0.1 0.7 1.4
O -0.903374 1.169823 4.834016 0.0 1.2 2.3
C -1.082324 1.622743 5.958456 1.2 -0.2 -5.1
O -0.738964 2.808153 6.394336 1.6 2.8 -1.8
C -1.241564 3.121873 7.649146 0.8 -0.2 0.9
C -1.762664 1.768403 8.066506 -0.3 0.7 0.7
F -3.043114 1.915563 8.447146 -1.2 -0.5 0.0
O -1.660614 0.989673 6.889986 -2.2 -2.8 4.0
H -0.440394 3.441743 8.315396 0.2 0.0 -0.2
H -1.963844 3.938203 7.654666 -0.4 -0.4 -0.4
H -1.258324 1.360133 8.942326 0.3 -0.6 -0.5
C -2.671164 -2.760997 -7.690394 1.2 0.0 -0.5
O -2.492574 -2.808677 -6.280024 -0.9 0.2 0.0
H -2.980894 -3.714707 -8.117724 0.5 -0.2 0.1
H -3.326164 -2.045797 -8.187964 -0.7 0.5 1.1
H -1.682464 -2.425947 -8.003944 0.1 -0.5 -0.7
H -2.997974 -3.545547 -5.929044 -0.1 0.1 0.1
C 8.947156 -0.044917 -3.285674 -0.4 -0.1 0.0
O 8.024636 -1.146907 -3.267634 0.4 0.3 -0.5
H 8.660856 0.715593 -4.012144 -0.6 0.0 0.1
H 9.005116 0.422813 -2.302844 0.3 0.0 -0.1
H 9.927216 -0.338427 -3.661764 0.1 -0.5 0.5
H 7.660226 -1.303867 -2.393474 0.2 0.3 0.0
C 1.254526 -2.960887 -1.114724 -2.5 1.4 1.5
O 2.084206 -1.882587 -0.665394 2.0 -0.8 -0.6
H 1.504416 -3.861267 -1.675934 1.6 0.8 -0.3
H 0.823486 -3.373557 -0.202574 -0.4 -0.3 0.0
H 0.465856 -2.412307 -1.629664 -0.5 -0.8 -0.4
H 1.528636 -1.162057 -0.359154 -0.2 -0.3 -0.1
```
Forces are in eV/Å.

Properties
Spin multiplicity: 1
ΔE to the lowest compared entry with this formula, charge and spin (kJ/mol): 95.55
LUMO energy (eV): -0.1
Largest force on an atom (eV/Å): 7.26
M (Da): 520.334
HOMO energy (eV): -10.41
HOMO-LUMO gap (eV): 10.3

(2)
This record from OMol25 describes an isolated ion of composition C15H24F5O2P2Si and charge -1 in a non-equilibrium geometry. The level of theory is wB97M-V/def2-TZVPD.

The geometry in XYZ format:
```
49
Properties=species:S:1:pos:R:3:forces:R:3
C 1.954441 1.516322 2.826260 -0.3 -0.3 -0.2
Si 2.168707 -0.028139 1.740703 -0.1 0.1 0.3
C 3.483606 -1.179857 2.446979 -0.3 0.0 -0.4
C 0.486762 -0.893083 1.724827 0.6 0.3 -1.0
C 0.205517 -1.634062 0.392756 0.1 0.3 1.2
C -1.230890 -2.164031 0.304326 0.8 -0.2 -0.4
F -1.796223 -2.122120 1.568220 -0.3 -0.1 0.1
F -1.131763 -3.518603 0.015956 -0.2 -0.2 0.1
P -2.289806 -1.298323 -1.096954 -0.8 0.4 0.0
C -3.714526 -0.815000 0.079784 -0.4 0.9 0.0
C -3.426364 0.428872 0.942614 -0.7 -0.4 -0.7
C -3.651681 1.712888 0.196340 -0.3 0.4 0.5
F -3.823972 1.699909 -1.136051 1.0 -0.1 -0.4
C -3.624602 2.913899 0.766200 -0.1 -0.7 -0.2
F -4.086958 3.129064 1.993393 0.8 0.2 0.6
F -3.143159 4.017330 0.219612 -0.7 0.6 -0.3
P -0.756563 -1.947587 -2.655230 0.8 -0.9 -0.2
O -1.726933 -1.981504 -4.014887 0.4 0.5 0.3
O 0.169582 -0.579566 -2.893359 -0.5 0.1 -0.2
C 2.661718 0.550313 0.015571 -0.2 -0.1 0.5
C 3.806370 0.113305 -0.650320 -0.4 0.4 -0.5
C 4.061668 0.576309 -1.941339 0.0 0.0 0.2
C 3.191426 1.470557 -2.548622 -0.2 0.2 0.0
C 2.040054 1.911715 -1.900142 0.5 -0.4 0.4
C 1.790371 1.449307 -0.612992 0.1 0.0 -0.4
H 2.236589 1.326701 3.860197 0.2 0.1 0.1
H 0.889271 1.750237 2.846104 -0.1 0.1 0.0
H 2.467446 2.386473 2.423888 0.2 0.0 0.1
H 3.207375 -1.490745 3.452427 0.1 0.0 0.1
H 4.478856 -0.739379 2.441221 0.1 0.0 0.1
H 3.507989 -2.078761 1.827733 0.1 -0.1 0.0
H 0.434562 -1.567523 2.576427 -0.3 0.1 0.2
H -0.246686 -0.089595 1.799741 -0.2 -0.1 0.4
H 0.413847 -0.920273 -0.398517 -0.1 -0.2 -0.4
H 0.907720 -2.464451 0.338257 -0.1 -0.2 -0.4
H -1.535315 -0.034275 -0.809894 0.1 0.1 0.2
H -2.959982 -0.574417 -2.211877 0.0 -0.1 -0.2
H -2.982058 -2.550599 -1.421879 0.1 -0.1 0.0
H -4.087477 -1.637480 0.685844 0.4 -0.2 0.1
H -4.543864 -0.532735 -0.571814 0.0 -0.2 -0.2
H -2.370569 0.440401 1.209540 0.0 -0.1 0.4
H -4.065835 0.450403 1.823898 0.2 0.0 0.3
H -2.048854 -1.074603 -4.137462 -0.5 -0.1 -0.1
H -0.372638 0.221620 -2.804311 0.1 0.1 0.2
H 4.478592 -0.593578 -0.185563 0.1 -0.1 0.1
H 4.937285 0.232186 -2.475133 0.1 0.0 0.0
H 3.389115 1.851707 -3.541402 0.1 -0.1 -0.1
H 1.363668 2.588868 -2.398242 -0.1 0.1 0.0
H 0.884178 1.771900 -0.112828 0.0 0.0 0.1
```
Forces are in eV/Å.

Properties
Net charge: -1
Spin multiplicity: 1
LUMO energy (eV): 2.8
Largest force on an atom (eV/Å): 1.26
M (Da): 421.379
HOMO energy (eV): -3.46
HOMO-LUMO gap (eV): 6.2

(3)
This record from OMol25 describes C15H24I2N7O2PtS as an isolated structure in a non-equilibrium geometry. The level of theory is wB97M-V/def2-TZVPD.

The geometry in XYZ format:
```
52
Properties=species:S:1:pos:R:3:forces:R:3
Pt -0.110254 0.739654 0.346689 -0.2 0.5 0.9
C 1.194284 -0.778378 2.524211 -0.1 -0.1 0.0
C 1.918431 -1.163083 1.220592 0.0 -0.1 0.0
N 1.781234 -0.083315 0.203670 -0.1 -0.1 -0.1
C 2.826132 0.989607 0.354486 0.0 0.0 -0.1
C 2.266259 2.339353 -0.051253 0.1 0.0 0.1
N 0.890883 2.488793 0.507718 0.2 0.0 -0.1
C 0.720132 2.888868 1.953950 0.0 0.1 -0.1
C 0.985068 1.724011 2.890380 0.2 -0.1 -0.1
N 0.354188 0.463057 2.360075 0.0 0.1 0.0
H 1.881962 -0.621728 3.353884 0.0 0.0 0.0
H 0.517569 -1.586796 2.795190 0.0 0.0 0.0
H 1.469669 -2.060781 0.798895 -0.1 0.0 0.0
H 2.976513 -1.356839 1.398429 0.0 0.0 0.0
H 1.864850 -0.465926 -0.742584 0.0 -0.1 0.0
H 3.686020 0.742931 -0.268086 0.0 0.0 0.0
H 3.172202 0.984590 1.385038 0.0 0.0 0.0
H 2.161545 2.401159 -1.133153 0.0 0.0 0.0
H 2.906037 3.156124 0.286039 0.0 0.0 0.0
H 0.376019 3.173888 -0.048421 0.1 0.0 -0.1
H -0.312760 3.226415 2.039456 0.0 0.0 0.0
H 1.378537 3.730094 2.176266 0.0 0.0 0.0
H 0.602312 1.945085 3.886202 0.0 0.0 0.0
H 2.051393 1.541929 2.996567 0.0 0.0 0.0
H -0.528076 0.275213 2.830733 0.0 0.2 0.1
S -0.695896 1.211195 -1.861047 0.0 -0.1 -0.5
C 0.452676 0.575402 -3.016858 0.0 0.0 0.2
N -0.000388 0.544834 -4.294359 0.0 0.0 -0.1
C 0.763806 0.133067 -5.324930 0.0 0.0 0.0
C 2.040468 -0.289970 -5.069168 0.0 0.0 0.0
C 2.450481 -0.262437 -3.741999 0.0 0.0 0.0
N 1.680231 0.171484 -2.736518 0.0 0.0 0.0
H -0.956537 0.837036 -4.479103 0.0 0.0 0.0
H 0.311790 0.153757 -6.308121 0.0 0.0 0.0
H 2.688058 -0.633519 -5.862047 0.0 0.0 0.0
H 3.442924 -0.601425 -3.469221 0.0 0.0 0.0
C -4.111731 -3.257792 1.343132 0.0 0.0 0.0
N -3.595982 -1.893360 1.116747 0.0 0.0 0.0
C -4.416516 -0.832104 1.041526 0.0 0.1 0.0
C -3.972096 0.455880 0.875118 -0.1 -0.1 0.0
C -2.596199 0.569631 0.754277 -0.1 0.1 0.0
O -1.884736 1.664996 0.566437 -0.1 -0.1 0.2
N -1.765198 -0.477872 0.807994 0.0 -0.5 -0.6
C -2.201016 -1.775726 1.035225 0.1 0.1 0.2
O -1.458004 -2.706940 1.201248 0.1 0.0 0.1
H -5.196480 -3.223054 1.334126 0.0 0.0 0.0
H -3.755176 -3.626082 2.301798 0.0 0.0 0.0
H -3.750404 -3.913103 0.555069 0.0 0.0 0.0
H -5.473136 -1.049272 1.133128 0.0 0.0 0.0
H -4.640391 1.300356 0.828789 0.0 0.0 0.0
I -0.190697 -2.604531 -1.747392 0.0 -0.1 -0.3
I -0.200019 -5.164387 -1.048817 0.0 0.0 0.0
```
Forces are in eV/Å.

Properties
Net charge: +3
Spin multiplicity: 1
ΔE to the lowest compared entry with this formula, charge and spin (kJ/mol): 0.00
LUMO energy (eV): -10.0
Largest force on an atom (eV/Å): 1.06
M (Da): 815.357
HOMO energy (eV): -16.46
HOMO-LUMO gap (eV): 6.5

(4)
This record from OMol25 describes C15H24MgNS3 as an isolated structure. The level of theory is wB97M-V/def2-TZVPD.

The geometry in XYZ format:
```
44
Properties=species:S:1:pos:R:3:forces:R:3
Mg -0.476093 0.922816 0.447244 0.4 -0.7 -0.3
C -0.824939 -1.613748 2.310182 0.1 0.0 0.0
N -0.774965 -0.146279 2.363626 -0.1 0.3 0.2
C -1.983937 0.349404 3.050274 -0.1 -0.1 0.0
C 0.441449 0.267828 3.132818 0.0 0.0 0.0
C 1.659092 0.524659 2.265029 0.0 0.1 0.0
C 2.920569 0.179189 2.741062 0.0 0.0 0.0
C 4.051102 0.546751 2.028228 0.0 0.0 0.0
C 3.917632 1.261911 0.845951 -0.1 0.0 0.0
C 2.649615 1.577786 0.368375 0.1 -0.1 0.1
C 1.488660 1.217963 1.058264 -0.1 0.1 -0.1
H -0.923702 -2.031257 3.317169 0.0 0.0 0.0
H 0.103713 -1.989017 1.877648 0.0 0.0 0.0
H -1.679060 -1.948201 1.721904 0.0 0.0 0.0
H -2.041027 -0.022181 4.078141 0.0 0.0 0.0
H -2.874723 0.014945 2.515817 0.0 0.0 0.0
H -1.975000 1.439465 3.085464 0.0 0.0 0.0
H 0.652922 -0.476922 3.906285 0.0 0.0 0.0
H 0.192483 1.195465 3.651410 0.0 0.0 0.0
H 3.024734 -0.367500 3.673050 0.0 0.0 0.0
H 5.034375 0.282338 2.395293 0.0 0.0 0.0
H 4.798869 1.566489 0.294431 0.0 0.0 0.0
H 2.583633 2.128544 -0.565960 0.0 0.0 0.0
C 0.648255 0.248493 -3.268503 0.1 0.0 0.0
C 0.380894 1.702486 -2.923272 -0.1 0.0 0.0
S -0.987036 2.081126 -1.800240 -0.1 0.3 0.1
C -2.488727 1.348935 -2.477325 0.0 0.0 0.0
C -2.683384 -0.160294 -2.353003 -0.1 -0.1 0.0
S -2.266455 -0.830214 -0.717381 -0.1 0.1 0.1
C -1.292489 -2.320122 -1.094489 0.0 0.0 0.0
C -0.233163 -2.183605 -2.176391 0.1 0.0 0.1
S 0.930259 -0.834029 -1.832735 0.0 0.1 0.0
H 1.540303 0.218777 -3.894495 0.0 0.0 0.0
H -0.165120 -0.167468 -3.859443 0.0 0.0 0.0
H 0.218983 2.273970 -3.837892 0.0 0.0 0.0
H 1.233746 2.147394 -2.408818 0.0 0.0 0.0
H -2.581738 1.649423 -3.521445 0.0 0.0 0.0
H -3.276035 1.872144 -1.932285 0.0 0.0 0.0
H -2.103262 -0.698932 -3.094317 0.0 0.0 0.0
H -3.733774 -0.380776 -2.539791 0.0 0.0 0.0
H -1.975063 -3.143224 -1.303244 0.0 0.0 -0.1
H -0.802019 -2.537115 -0.147492 0.0 -0.1 0.0
H -0.654213 -2.047850 -3.169417 0.0 0.0 0.0
H 0.324639 -3.119565 -2.209729 0.0 0.0 0.0
```
Forces are in eV/Å.

Properties
Net charge: +1
Spin multiplicity: 1
ΔE to the lowest compared entry with this formula, charge and spin (kJ/mol): 0.00
LUMO energy (eV): -2.8
Largest force on an atom (eV/Å): 0.88
M (Da): 338.870
HOMO energy (eV): -11.12
HOMO-LUMO gap (eV): 8.3